Computed, not measured: a cluster of 2 separate species, C6H9NO2 in total, with wB97M-V/def2-TZVPD.

The geometry in ORCA input format:
```
! RIJCOSX wB97M-V def2-TZVPD def2/J DEFGRID3
* xyz 0 1
O -0.599 -3.326 0.369
O -2.098 -0.341 -1.170
N -0.801 -1.047 1.289
C -0.577 -1.118 2.701
C -0.303 1.431 2.707
C 0.777 -0.826 3.261
C -0.335 0.187 3.443
C -0.554 2.382 1.995
C -1.281 -2.315 0.405
H -0.187 -0.395 0.811
H 1.104 -1.388 4.136
H -0.774 0.262 4.439
H 1.561 -0.567 2.549
H -1.008 2.964 1.211
H -2.951 -0.740 -1.431
H -1.858 0.058 -0.089
H -2.373 -2.442 0.559
H -1.171 -1.876 3.217
*
```

Values from the calculation:
SMILES ... C#C[C@@H]1C[C@@H]1NC=O.O
E_LUMO ... 0.25 eV
Electronic energy ... -11947.3446 eV
Relative energy (zero: lowest compared OMol25 entry of this formula, charge and spin) ... 5.9740 eV



Computed, not measured: a structure of composition C21H38NNiS3Si2Te, with wB97M-V/def2-TZVPD.

The geometry in ORCA input format:
```
! RIJCOSX wB97M-V def2-TZVPD def2/J DEFGRID3
* xyz 1 3
Te -1.540 -0.304 -2.134
Ni 0.010 0.023 -0.012
S -1.645 1.101 1.212
S -0.842 -2.147 0.730
S 1.310 -0.118 2.158
Si -4.040 1.849 -3.101
Si -0.662 -2.383 -4.563
N 5.518 3.201 -3.793
C 0.697 -1.600 3.030
C 2.263 2.556 -2.673
C 0.653 -2.808 -5.835
C 3.585 2.216 -2.395
C -2.263 -1.866 -5.412
C -2.287 -1.626 1.733
C 2.825 0.820 -0.589
C -1.047 1.223 2.937
C 3.863 1.346 -1.346
C 4.654 2.766 -3.172
C 1.484 1.118 -0.864
C -4.438 3.138 -4.407
C 1.240 2.008 -1.917
C -2.850 -0.267 1.350
C 0.470 1.228 3.041
C -5.109 0.308 -3.282
C -2.217 1.333 -3.355
C -0.014 -0.932 -3.495
C -4.231 2.629 -1.398
C 0.295 -2.688 2.045
C -0.969 -3.799 -3.355
H -0.039 -4.102 -2.867
H -1.489 0.405 3.502
H -0.127 -1.304 3.677
H 2.046 3.243 -3.481
H -0.173 -3.525 2.561
H 0.336 -3.660 -6.440
H -3.024 -1.558 -4.690
H -3.060 -2.382 1.602
H 0.776 1.187 4.086
H -5.253 2.988 -1.260
H -1.373 -4.676 -3.863
H 1.502 -1.965 3.667
H -4.013 1.931 -0.592
H 0.831 -1.970 -6.512
H 0.226 2.300 -2.158
H -2.081 0.978 -4.378
H -3.607 0.038 2.074
H -3.561 3.484 -1.287
H 1.602 -3.069 -5.364
H -3.320 -0.314 0.368
H -1.680 -3.507 -2.579
H -4.779 -0.494 -2.618
H -1.548 2.179 -3.201
H 4.890 1.082 -1.126
H -1.976 -1.648 2.775
H -5.069 -0.070 -4.306
H -1.442 2.157 3.336
H -2.096 -1.041 -6.108
H 1.169 -3.057 1.508
H -3.792 4.012 -4.301
H 0.891 2.127 2.592
H 3.102 0.165 0.226
H -5.471 3.476 -4.303
H -4.316 2.749 -5.419
H -6.155 0.523 -3.055
H 0.849 -1.238 -2.903
H -2.670 -2.698 -5.989
H 0.272 -0.060 -4.083
*
```

Values from the calculation:
E_LUMO (spin up / spin down) ... -2.39 / -3.40 eV
Electronic energy ... -120476.8775 eV
Relative energy (zero: lowest compared OMol25 entry of this formula, charge and spin) ... 0.0953 eV



Computed, not measured: a cluster of 2 separate species, C5H14 in total, with wB97M-V/def2-TZVPD.

The geometry in ORCA input format:
```
! RIJCOSX wB97M-V def2-TZVPD def2/J DEFGRID3
* xyz 0 1
C 0.864 -0.465 0.849
C 1.012 -0.890 -0.605
C -1.456 2.181 0.630
C -2.152 1.268 -0.397
C 1.818 -2.206 -0.593
H -1.687 1.757 1.609
H 0.057 -0.888 -1.124
H 2.420 -2.285 -1.503
H 1.743 -0.120 1.403
H -1.767 0.274 -0.156
H 1.660 -0.208 -1.158
H -0.360 2.299 0.694
H 1.301 -3.145 -0.382
H 2.609 -2.177 0.165
H -3.213 1.252 -0.166
H 0.528 -1.214 1.587
H 0.058 0.254 1.084
H -1.679 3.248 0.598
H -1.932 1.530 -1.418
*
```

Values from the calculation:
SMILES ... CCC.CC
E_LUMO ... 1.18 eV
Electronic energy ... -5411.2443 eV
Relative energy (zero: lowest compared OMol25 entry of this formula, charge and spin) ... 0.8053 eV



Computed, not measured: a structure of composition C9H19AgCl8O, with wB97M-V/def2-TZVPD.

The geometry in ORCA input format:
```
! RIJCOSX wB97M-V def2-TZVPD def2/J DEFGRID3
* xyz 1 2
Ag -3.764 -2.422 -19.794
Cl -9.694 -4.735 -11.151
Cl -15.222 -6.457 -24.048
Cl -6.974 -11.232 -18.800
Cl -12.658 -5.467 -25.733
Cl -15.490 -0.087 -20.449
Cl -6.526 -5.915 -13.734
Cl -14.608 2.866 -19.405
Cl -9.578 -11.186 -20.626
O -8.066 -2.612 -19.735
C -8.539 -5.791 -12.122
C -13.588 -6.704 -23.442
C -15.308 0.333 -18.674
C -12.763 -6.907 -24.622
C -8.640 -10.941 -18.155
C -15.584 1.816 -18.368
C -9.467 -10.186 -19.150
C -9.250 -3.331 -19.691
C -7.673 -4.870 -12.887
H -8.313 -4.359 -13.606
H -11.724 -7.165 -24.416
H -13.618 -7.632 -22.871
H -13.056 -7.774 -25.214
H -8.584 -10.378 -17.223
H -10.466 -10.016 -18.748
H -8.956 -9.303 -19.536
H -15.282 2.041 -17.345
H -10.109 -2.700 -19.460
H -9.213 -4.195 -19.028
H -9.077 -11.925 -17.989
H -14.237 0.226 -18.504
H -9.160 -6.400 -12.780
H -15.971 -0.351 -18.144
H -13.319 -5.794 -22.906
H -9.500 -3.688 -20.690
H -7.050 -4.138 -12.373
H -16.625 2.124 -18.468
H -8.097 -6.469 -11.391
*
```

Values from the calculation:
E_LUMO (spin up / spin down) ... -7.55 / -7.55 eV
Electronic energy ... -115855.8997 eV
Relative energy (zero: lowest compared OMol25 entry of this formula, charge and spin) ... 0.6232 eV



Computed, not measured: a structure of composition H22O11, with wB97M-V/def2-TZVPD.

The geometry in ORCA input format:
```
! RIJCOSX wB97M-V def2-TZVPD def2/J DEFGRID3
* xyz 0 1
O -3.489 -0.777 1.270
O -2.753 0.548 -0.669
O 5.653 -1.750 0.845
O 1.088 -0.160 -0.900
O -1.003 1.597 -1.024
O 3.810 1.118 -2.095
O 0.050 -1.249 1.901
O 0.947 1.310 3.147
O -2.275 -2.602 -1.148
O -0.852 -1.735 -1.657
O -0.342 3.787 -0.415
H 0.144 1.241 2.566
H 5.507 -2.718 0.740
H 0.453 0.312 -0.298
H -0.101 -2.329 -1.725
H -3.731 0.028 1.647
H -2.365 -3.320 -0.537
H 0.509 1.366 3.933
H -0.425 -0.575 2.497
H 0.903 -0.965 1.616
H -0.843 -1.077 -2.460
H -2.378 -1.803 -0.514
H 0.462 4.160 -0.102
H -4.375 -1.160 1.380
H -3.157 0.936 0.186
H -0.742 1.343 -1.909
H -0.959 4.011 0.292
H 1.937 -0.222 -0.558
H 3.199 0.542 -1.578
H 6.343 -1.690 0.077
H 3.357 1.131 -3.023
H -1.116 0.727 -0.573
H -3.455 -0.025 -0.911
*
```

Values from the calculation:
E_LUMO ... -0.31 eV
Electronic energy ... -22871.8287 eV
Relative energy (zero: lowest compared OMol25 entry of this formula, charge and spin) ... 9.6852 eV



Computed, not measured: a structure of composition C19H43AlO2P3S, with wB97M-V/def2-TZVPD.

The geometry in ORCA input format:
```
! RIJCOSX wB97M-V def2-TZVPD def2/J DEFGRID3
* xyz 3 1
S -0.229 -0.688 3.917
P 2.347 -0.154 1.451
P 0.663 -2.623 -0.403
P -2.150 0.295 0.247
Al -0.039 -0.685 0.649
O -0.626 -1.170 2.403
O -0.121 0.668 -2.785
C -2.463 1.945 0.928
C -2.791 0.453 -1.435
C -1.410 2.624 -5.605
C -0.593 2.209 -6.659
C -0.754 -3.617 -0.981
C -1.298 2.024 -4.344
C 0.281 4.317 1.946
C 3.751 -0.228 0.278
C 2.911 -1.349 2.736
C 0.447 0.558 -5.205
C -1.611 0.355 4.381
C 1.571 -2.086 -1.918
C 0.325 1.175 -6.454
C 0.727 4.257 0.679
C 1.714 -3.911 0.352
C -0.342 1.000 -4.123
C -3.427 -0.722 1.046
C -0.735 -2.119 4.860
C 2.653 1.438 2.304
H -1.766 -2.391 4.603
H 2.630 -2.309 -1.740
H 1.154 -2.712 -2.715
H 3.857 -1.245 -0.120
H -4.397 -0.244 0.851
H -0.068 -0.291 -2.494
H -3.766 0.960 -1.429
H -2.048 1.013 -2.011
H 3.541 0.460 -0.550
H -1.332 -3.049 -1.724
H -3.418 -1.729 0.606
H -2.718 1.867 1.996
H 0.975 4.173 2.785
H 1.598 -4.790 -0.299
H 2.343 1.367 3.358
H -1.941 2.384 -3.537
H -1.590 2.597 0.792
H -0.312 -4.528 -1.404
H 4.686 0.070 0.777
H -3.244 -0.797 2.125
H 1.500 -1.001 -2.121
H 0.913 0.826 -7.300
H 1.354 -4.147 1.364
H -1.412 -3.866 -0.136
H 4.009 -1.352 2.775
H -1.479 1.343 3.936
H 2.562 -2.358 2.494
H 2.101 2.263 1.828
H -2.546 -0.117 4.074
H -0.653 2.696 -7.628
H 1.803 4.162 0.437
H 3.731 1.668 2.277
H 0.089 4.521 -0.190
H 2.760 -3.581 0.407
H 1.159 -0.250 -5.061
H -0.042 -2.947 4.682
H -0.660 -1.841 5.917
H -2.158 3.411 -5.755
H -0.755 4.587 2.186
H -3.312 2.373 0.376
H -2.886 -0.538 -1.887
H 2.512 -1.067 3.720
H -1.575 0.445 5.469
*
```

Values from the calculation:
E_LUMO ... -9.80 eV
Electronic energy ... -69769.3850 eV



| no. | molecular weight (g/mol) |
| --- | --- |
| 1 | 127.14 |
| 2 | 643.21 |
| 3 | 74.17 |
| 4 | 534.74 |
| 5 | 198.16 |
| 6 | 455.52 |